Entry from OMol25: a molecular structure, C31H23BrFeN5O4S4 at a distorted geometry (ωB97M-V/def2-TZVPD).

## Properties
Maximum force, eV/Å: 4.8
LUMO (spin up / spin down), eV: -7.7 / -7.7
Expectation value of S²: 8.78
Kohn-Sham gap (spin up / spin down), eV: 5.131 / 5.953
E, eV: -195911.604
ΔE to the lowest compared entry with this formula, charge and spin, eV: 0.932
HOMO (spin up / spin down), eV: -12.838 / -13.662

The geometry in ORCA input format:
```
! wB97M-V def2-TZVPD RIJCOSX def2/J DEFGRID3
* xyz 2 6
Fe 0.25220 1.25165 1.56041
C -1.71114 -5.09586 -0.38426
O -0.52354 -4.74433 0.41583
C -0.05745 -3.55273 0.03447
N -0.55671 -3.16806 -1.11256
C -1.75269 -4.04358 -1.51501
C -3.11698 -3.33421 -1.65523
C -3.66522 -2.47343 -0.68708
C -4.89023 -1.89951 -0.81662
C -5.65831 -2.05434 -1.97613
C -5.09074 -2.90800 -2.96503
C -3.89000 -3.58582 -2.81804
C 1.12378 -3.10632 0.65137
C 1.71035 -3.99785 1.59311
C 2.74769 -3.52375 2.41283
C 3.18443 -2.19205 2.30281
C 2.55205 -1.43862 1.26700
N 1.59580 -1.83649 0.50778
C 2.92172 -0.04932 1.33320
N 2.25653 1.05803 1.35511
C 3.25287 2.20350 1.31614
C 4.62585 1.49658 1.65897
O 4.29770 0.09238 1.43997
C 3.24275 3.07803 0.13120
C 2.67068 4.33421 0.14695
C 2.73038 5.17723 -1.04627
C 3.27698 4.72323 -2.21414
C 3.80746 3.39824 -2.16576
C 3.70016 2.59157 -1.11792
H -2.57395 -5.08799 0.29468
H -1.50000 -6.16892 -0.78607
H -1.54692 -4.43259 -2.49199
H -3.05651 -2.16350 0.24827
H -5.32477 -1.24872 -0.06303
H -6.63026 -1.58816 -2.12448
H -5.73972 -2.99082 -3.83994
H -3.54526 -4.23756 -3.52816
H 1.26357 -4.96098 1.80815
H 3.25160 -4.24399 2.98832
H 4.15889 -1.92028 2.74274
H 2.94751 2.74444 2.23806
H 4.70397 1.65337 2.69762
H 5.57392 1.77796 1.07144
H 2.05823 4.70068 1.01450
H 2.37674 6.23386 -0.98658
H 3.19322 5.26129 -3.12607
H 4.19099 3.06415 -3.12567
H 4.08746 1.51232 -1.20908
O -4.54779 2.26364 4.88655
C -3.38082 1.88548 4.63390
S -1.88629 2.89573 4.59290
C -0.94691 1.73311 3.72287
C -1.46394 0.45132 3.31455
S -0.81222 -0.63701 2.17159
S -3.01943 0.28746 3.97727
S 0.51475 2.63270 3.34080
O -1.04486 -2.00291 -2.88118
N -0.39650 -1.92941 -1.90806
Br -1.48589 3.90376 -4.21614
C -1.24015 2.95094 -2.61076
C -0.57897 1.73822 -2.49213
C -0.24857 1.21992 -1.23302
N -0.27587 1.94511 -0.11934
C -1.02518 3.12116 -0.17972
C -1.56239 3.65330 -1.36282
H -0.36155 1.20968 -3.43391
H 0.18706 0.19134 -1.23918
H -1.15741 3.62623 0.83501
H -2.19215 4.55533 -1.27501
*
```